# 1
Computed, not measured: a cluster of 2 separate species, H3N3O in total at a distorted geometry, with ωB97M-V with the def2-TZVPD basis set.

Calculated values
- energy above the lowest of the compared OMol25 structures with the same formula, charge and spin (kcal per mole) = 98.5

Positions of all 7 atoms, in Å:
N (0.90346, -0.96197, 0.31050)
N (-1.42816, 0.27809, 0.05897)
N (0.49373, -0.07517, -0.41161)
O (0.68565, 0.52254, -1.43227)
H (1.88706, -0.98840, 0.39254)
H (-1.17096, 1.28993, 0.03956)
H (-1.37079, -0.06502, 1.04230)

Atoms 1-3, force components in eV/Å:
N -0.747 0.468 1.134
N 3.428 -0.227 -0.330
N -5.362 0.404 -0.692

=====

# 2
Computed, not measured: the ion C13H28NO with charge +1 at a distorted geometry, with ωB97M-V with the def2-TZVPD basis set.

Calculated values
- structure (SMILES) = CCCCC[C@]1(CC)CO[C@@H](CCC)[NH2+]1
- energy above the lowest of the compared OMol25 structures with the same formula, charge and spin (kcal per mole) = 142.6
- charge = +1

Positions of all 43 atoms, in Å:
C (3.02392, -1.17924, -1.11437)
C (2.65472, -2.37970, -0.05652)
C (1.05615, -2.84089, -0.10193)
C (0.20986, -2.17298, 1.14817)
C (-1.37805, -1.91401, 0.83329)
C (-1.72067, -0.48175, 0.11236)
C (-3.31804, -0.70080, -0.30214)
C (-3.53172, -1.66935, -1.61093)
C (-0.95683, -0.04394, -1.26993)
O (0.28392, 0.50782, -0.68423)
C (-0.09750, 1.21673, 0.55170)
C (0.27309, 2.78588, 0.25558)
C (1.81160, 3.12763, 0.81551)
C (2.12363, 4.74629, 0.71607)
N (-1.51386, 0.81770, 0.90520)
H (2.87902, -0.13957, -0.57241)
H (4.17216, -1.27038, -1.41914)
H (2.42021, -1.20271, -2.11847)
H (3.31284, -3.35637, -0.25108)
H (2.83507, -1.93482, 1.03230)
H (1.03494, -4.01538, 0.07623)
H (0.55925, -2.66208, -1.15465)
H (0.24654, -2.96296, 2.04226)
H (0.80373, -1.23761, 1.52508)
H (-1.93976, -1.91331, 1.87988)
H (-1.80042, -2.85634, 0.24251)
H (-3.85101, 0.31541, -0.53529)
H (-3.91789, -1.21171, 0.58952)
H (-3.47388, -1.08555, -2.65021)
H (-2.76870, -2.55654, -1.69615)
H (-4.61626, -2.16731, -1.61198)
H (-0.89613, -0.78125, -2.17664)
H (-1.53082, 0.95336, -1.58611)
H (0.52479, 0.97417, 1.54114)
H (-0.42756, 3.56804, 0.77284)
H (0.34776, 2.90691, -0.91835)
H (1.92396, 2.73294, 1.93611)
H (2.63052, 2.60082, 0.12534)
H (3.20970, 5.04152, 1.09083)
H (1.37790, 5.27868, 1.47774)
H (1.92531, 5.09334, -0.39721)
H (-1.61451, 0.58677, 1.92995)
H (-2.28701, 1.48254, 0.62815)

Atoms 1-3, force components in eV/Å:
C 0.909 0.045 0.216
C -0.636 0.030 -0.125
C 0.328 -0.741 0.532

=====

# 3
Computed, not measured: a cluster of 2 separate species, C3H8O2 in total at a distorted geometry, with ωB97M-V with the def2-TZVPD basis set.

Calculated values
- structure (SMILES) = CC=O.CO
- energy above the lowest of the compared OMol25 structures with the same formula, charge and spin (kcal per mole) = 31.6

Positions of all 13 atoms, in Å:
C (-1.00222, -1.57203, -0.67220)
C (-1.69441, -0.56712, 0.23267)
O (-2.11176, -0.89358, 1.30684)
H (-1.77434, -2.14113, -1.19350)
H (-0.30779, -1.15318, -1.39612)
H (-0.46549, -2.26573, -0.02541)
H (-1.88644, 0.44139, -0.16235)
C (1.57354, 1.64445, 0.10935)
O (1.24215, 0.28337, 0.44206)
H (1.23253, 2.37573, 0.84164)
H (1.12440, 1.82845, -0.86092)
H (2.65663, 1.76651, 0.00700)
H (1.41321, 0.25287, 1.37094)

Atoms 1-3, force components in eV/Å:
C 0.034 0.044 0.375
C 0.202 -0.684 -0.792
O -0.130 0.158 0.578

=====

# 4
Computed, not measured: an isolated molecule of C4H10N4 at a distorted geometry, with ωB97M-V with the def2-TZVPD basis set.

Calculated values
- structure (SMILES) = C=CN(N)N(N)C=C
- energy above the lowest of the compared OMol25 structures with the same formula, charge and spin (kcal per mole) = 123.2

Positions of all 18 atoms, in Å:
C (-1.26000, -0.72599, -1.46238)
C (-0.82378, -1.19075, -0.28659)
N (0.16513, -0.68485, 0.51030)
N (0.77519, -1.51747, 1.42399)
N (0.89436, 0.38543, 0.03056)
N (1.45328, 0.20384, -1.31589)
C (0.31299, 1.59873, 0.37420)
C (-0.52671, 1.73975, 1.32956)
H (-2.10534, -1.06377, -2.06191)
H (-1.01607, 0.21888, -1.79935)
H (-1.12482, -2.09897, 0.09536)
H (1.70655, -1.86428, 1.04033)
H (0.87448, -1.00413, 2.27491)
H (0.73777, 0.61759, -1.98553)
H (1.24339, -0.84264, -1.47532)
H (0.81024, 2.51849, -0.15436)
H (-1.02720, 2.71658, 1.60905)
H (-1.08945, 0.99354, 1.85306)

Atoms 1-3, force components in eV/Å:
C -1.304 -0.565 0.390
C 0.198 0.286 -1.132
N -0.094 0.651 -0.686

=====

# 5
Computed, not measured: a cluster of 7 separate species, C4H24N2O7 in total at a distorted geometry, with ωB97M-V with the def2-TZVPD basis set.

Calculated values
- structure (SMILES) = CNCCNCO.O.O.O.O.O.O
- energy above the lowest of the compared OMol25 structures with the same formula, charge and spin (kcal per mole) = 61.4

Positions of all 37 atoms, in Å:
C (-1.79010, -1.22638, 1.24934)
N (-1.09173, -0.00218, 0.98802)
C (-1.54707, 1.18395, 1.68846)
C (-0.73271, 2.43310, 1.37162)
N (-0.12095, 2.60853, 0.05419)
C (-0.98012, 2.67677, -1.09243)
O (-1.51980, 1.38789, -1.44333)
H (-2.88772, -1.15411, 1.38809)
H (-1.51730, -1.64250, 2.22749)
H (-1.67258, -1.95892, 0.45600)
H (-0.98868, 0.16537, -0.00460)
H (-1.47334, 0.92188, 2.74991)
H (-2.63140, 1.31084, 1.54207)
H (-1.36755, 3.31852, 1.51706)
H (-0.01622, 2.73135, 2.14386)
H (0.61720, 1.93349, -0.08610)
H (-1.71490, 3.47155, -1.06640)
H (-0.26283, 2.88685, -1.89076)
H (-2.47541, 1.47284, -1.51838)
O (-0.23029, -3.48702, -1.76153)
H (0.13052, -2.90620, -1.08834)
H (-0.97260, -3.99646, -1.43299)
O (1.86999, 0.15698, 1.87528)
H (1.12977, 0.71168, 1.59585)
H (1.46640, -0.73806, 1.76986)
O (-1.71466, -1.10817, -2.30398)
H (-0.81924, -1.44162, -2.35216)
H (-1.99070, -0.73222, -3.14086)
O (3.66338, 0.92616, 0.07103)
H (2.85499, 0.86312, 0.63201)
H (4.30249, 0.34466, 0.48806)
O (1.85547, -1.52476, -1.36088)
H (2.79522, -1.38390, -1.51105)
H (1.37729, -1.23808, -2.14264)
O (1.31685, -2.32996, 1.14395)
H (0.83173, -1.72303, 0.57149)
H (2.14385, -2.40591, 0.65405)

Atoms 1-3, force components in eV/Å:
C -1.105 -0.316 1.102
N 1.100 0.050 -0.546
C -0.326 -1.238 0.361

=====

# 6
Computed, not measured: an isolated molecule of C26H26FN3O5 at a distorted geometry, with ωB97M-V with the def2-TZVPD basis set.

Calculated values
- structure (SMILES) = O=C(NCC(=O)N(c1ccccc1F)[C@@H](C(=O)NC[C@@H]1CCCO1)c1ccccc1)c1ccco1
- energy above the lowest of the compared OMol25 structures with the same formula, charge and spin (kcal per mole) = 0.0

Positions of all 61 atoms, in Å:
O (-0.51868, 2.15995, 0.28342)
C (-0.57806, 2.79137, -0.76405)
N (-1.36166, 2.39827, -1.79563)
C (-1.97007, 1.09084, -1.71521)
C (-0.85130, 0.05225, -1.56993)
O (0.18006, 0.16230, -2.20165)
N (-1.04052, -0.93166, -0.65775)
C (-2.24646, -1.15873, 0.04065)
C (-2.28235, -1.16288, 1.43063)
C (-3.45760, -1.45121, 2.10035)
C (-4.61471, -1.74265, 1.39802)
C (-4.60179, -1.74449, 0.01407)
C (-3.42224, -1.46027, -0.64401)
F (-3.40947, -1.47372, -1.99590)
C (0.04427, -1.89504, -0.45278)
C (1.09652, -1.46595, 0.58315)
O (2.01684, -2.21092, 0.85629)
N (0.92291, -0.25579, 1.14353)
C (1.97247, 0.36842, 1.91601)
C (2.59849, 1.51872, 1.11186)
C (3.26020, 1.02257, -0.18673)
C (4.58697, 1.77922, -0.20937)
C (4.86030, 1.93070, 1.28538)
O (3.59829, 2.19031, 1.86726)
C (-0.54682, -3.25803, -0.17987)
C (-1.14298, -3.94524, -1.23128)
C (-1.76446, -5.16058, -1.01292)
C (-1.79143, -5.70548, 0.25972)
C (-1.19241, -5.03019, 1.30833)
C (-0.57821, -3.80860, 1.09321)
C (0.15556, 4.03907, -0.98135)
C (0.97187, 4.74855, -0.13545)
C (1.43760, 5.85476, -0.87604)
C (0.87521, 5.74185, -2.11253)
O (0.10033, 4.65380, -2.18943)
H (-1.22056, 2.82099, -2.69900)
H (-2.63238, 1.06899, -0.84564)
H (-2.53995, 0.89689, -2.62373)
H (-1.38212, -0.93305, 1.97691)
H (-3.46845, -1.44790, 3.17901)
H (-5.52849, -1.97060, 1.92379)
H (-5.48463, -1.97419, -0.56092)
H (0.59708, -1.92721, -1.40374)
H (0.23292, 0.39403, 0.78197)
H (2.72104, -0.39316, 2.14624)
H (1.55873, 0.76470, 2.84742)
H (1.80593, 2.24663, 0.90216)
H (2.63923, 1.21543, -1.05904)
H (3.44094, -0.05105, -0.12265)
H (5.37675, 1.24161, -0.72796)
H (4.46052, 2.76216, -0.66544)
H (5.51657, 2.76578, 1.53556)
H (5.28660, 1.00314, 1.69423)
H (-1.12331, -3.52047, -2.22497)
H (-2.22561, -5.68392, -1.83743)
H (-2.27416, -6.65613, 0.43160)
H (-1.20519, -5.45375, 2.30155)
H (-0.10700, -3.29399, 1.91558)
H (1.20058, 4.50571, 0.88165)
H (2.09857, 6.62489, -0.53641)
H (0.94971, 6.35296, -2.99075)

Atoms 1-3, force components in eV/Å:
O 0.042 0.079 0.140
C -0.361 0.129 -0.490
N -0.091 0.000 -0.141

=====

Please write out number 2 again, unchanged.
Computed, not measured: the ion C13H28NO with charge +1 at a distorted geometry, with ωB97M-V with the def2-TZVPD basis set.

Calculated values
- structure (SMILES) = CCCCC[C@]1(CC)CO[C@@H](CCC)[NH2+]1
- energy above the lowest of the compared OMol25 structures with the same formula, charge and spin (kcal per mole) = 142.6
- charge = +1

Positions of all 43 atoms, in Å:
C (3.02392, -1.17924, -1.11437)
C (2.65472, -2.37970, -0.05652)
C (1.05615, -2.84089, -0.10193)
C (0.20986, -2.17298, 1.14817)
C (-1.37805, -1.91401, 0.83329)
C (-1.72067, -0.48175, 0.11236)
C (-3.31804, -0.70080, -0.30214)
C (-3.53172, -1.66935, -1.61093)
C (-0.95683, -0.04394, -1.26993)
O (0.28392, 0.50782, -0.68423)
C (-0.09750, 1.21673, 0.55170)
C (0.27309, 2.78588, 0.25558)
C (1.81160, 3.12763, 0.81551)
C (2.12363, 4.74629, 0.71607)
N (-1.51386, 0.81770, 0.90520)
H (2.87902, -0.13957, -0.57241)
H (4.17216, -1.27038, -1.41914)
H (2.42021, -1.20271, -2.11847)
H (3.31284, -3.35637, -0.25108)
H (2.83507, -1.93482, 1.03230)
H (1.03494, -4.01538, 0.07623)
H (0.55925, -2.66208, -1.15465)
H (0.24654, -2.96296, 2.04226)
H (0.80373, -1.23761, 1.52508)
H (-1.93976, -1.91331, 1.87988)
H (-1.80042, -2.85634, 0.24251)
H (-3.85101, 0.31541, -0.53529)
H (-3.91789, -1.21171, 0.58952)
H (-3.47388, -1.08555, -2.65021)
H (-2.76870, -2.55654, -1.69615)
H (-4.61626, -2.16731, -1.61198)
H (-0.89613, -0.78125, -2.17664)
H (-1.53082, 0.95336, -1.58611)
H (0.52479, 0.97417, 1.54114)
H (-0.42756, 3.56804, 0.77284)
H (0.34776, 2.90691, -0.91835)
H (1.92396, 2.73294, 1.93611)
H (2.63052, 2.60082, 0.12534)
H (3.20970, 5.04152, 1.09083)
H (1.37790, 5.27868, 1.47774)
H (1.92531, 5.09334, -0.39721)
H (-1.61451, 0.58677, 1.92995)
H (-2.28701, 1.48254, 0.62815)

Atoms 1-3, force components in eV/Å:
C 0.909 0.045 0.216
C -0.636 0.030 -0.125
C 0.328 -0.741 0.532

=====

Which of these has the highest energy above the lowest of the compared OMol25 structures with the same formula, charge and spin? C13H28NO

=====

What is the energy above the lowest of the compared OMol25 structures with the same formula, charge and spin in the third record? 31.6 kcal per mole

=====

Which value of energy above the lowest of the compared OMol25 structures with the same formula, charge and spin does entry 3 give? 31.6 kcal per mole